The following is a DFT calculation (wB97M-V/def2-TZVPD) of a cluster of 16 separate species, C66H174N22O26 in total at a distorted geometry.

XYZ file:
```
288
Properties=species:S:1:pos:R:3
C -3.4546 5.4864 -1.6227
O -3.6204 6.6845 -1.7936
N -2.8427 4.9367 -0.4692
N -3.9360 4.6132 -2.5876
H -2.5154 5.5666 0.2317
H -2.3501 4.0857 -0.5370
H -3.6731 3.6480 -2.6531
H -4.3980 5.0345 -3.3478
C -3.3102 3.9097 4.7417
O -4.0275 3.4198 5.6124
N -1.9453 4.0454 4.8638
N -3.8197 4.4164 3.5233
H -1.3712 3.4222 5.4417
H -1.3979 4.6563 4.3114
H -3.2248 4.7336 2.7454
H -4.8321 4.5755 3.5924
C -0.1914 6.1876 1.7940
O -0.6516 6.1678 2.9581
N -0.1321 4.9654 1.0634
N 0.3789 7.3992 1.1980
H -0.1322 4.0720 1.5643
H 0.4732 4.8567 0.2640
H 0.4378 7.4930 0.1988
H 0.0472 8.2675 1.6044
C -4.0664 0.3406 -3.1813
O -3.8236 1.4253 -2.6830
N -5.3121 -0.2230 -3.1379
N -3.0787 -0.3926 -3.7984
H -6.0883 0.3318 -2.8230
H -5.3817 -1.2473 -3.3982
H -3.1818 -1.2909 -4.2797
H -2.2000 -0.0802 -3.3550
C 2.7667 4.2114 4.2311
O 3.5430 3.3613 3.7822
N 1.3782 4.2118 3.9401
N 3.2191 5.2573 5.0584
H 1.0532 3.5541 3.2281
H 1.0259 5.1380 3.7819
H 2.5964 5.7149 5.7188
H 4.1468 5.1666 5.3471
C 3.5594 4.2841 -0.4114
O 3.6713 3.0933 -0.6812
N 3.1891 4.6965 0.8756
N 3.6360 5.2545 -1.4065
H 3.5238 4.0059 1.5849
H 3.3068 5.6494 1.1353
H 3.8854 6.1875 -1.0920
H 3.8755 4.9707 -2.3810
C 3.5159 -2.5833 -1.8958
O 4.5854 -1.6308 -1.6587
C 4.2364 -0.3133 -1.6363
C 5.4217 0.4955 -1.0805
N 5.6664 0.1611 0.3067
C 4.7165 0.7708 1.2123
C 4.9437 0.4217 2.6384
O 4.5879 -0.9350 2.8091
C 4.4502 -1.2845 4.1456
H 3.8168 -3.5717 -1.4621
H 3.2941 -2.7076 -2.9685
H 2.6297 -2.2463 -1.3173
H 3.2603 -0.2211 -1.0781
H 4.0015 0.1305 -2.6449
H 5.3019 1.5673 -1.1904
H 6.2201 0.1788 -1.7149
H 5.7123 -0.8238 0.4896
H 3.6993 0.4060 0.8600
H 4.6465 1.8436 1.1208
H 4.3410 1.0388 3.2931
H 6.0007 0.5926 2.8815
H 5.1319 -0.7020 4.7578
H 4.6933 -2.3492 4.1593
H 3.4044 -1.1663 4.4657
C -1.3998 -1.6036 9.4593
O -2.4930 -2.2055 8.6948
C -2.1343 -2.5700 7.3836
C -3.0817 -1.9237 6.3448
N -2.9809 -0.4589 6.5712
C -3.8463 0.3130 5.7936
C -3.5216 0.1736 4.3056
O -4.3105 -0.9035 3.7736
C -3.7439 -1.2048 2.5202
H -1.8404 -1.1803 10.3404
H -0.9248 -0.8106 8.9267
H -0.6102 -2.2392 9.7628
H -1.9823 -3.6341 7.2876
H -1.1528 -2.2068 7.0786
H -4.1153 -2.1912 6.3451
H -2.7296 -2.0867 5.3465
H -3.0948 -0.3851 7.6068
H -3.6468 1.3544 6.0352
H -4.8977 -0.0273 5.9038
H -2.4581 0.0450 4.1147
H -3.8409 1.0117 3.6868
H -3.5854 -0.3124 1.8687
H -4.3316 -1.9253 2.0289
H -2.7420 -1.6568 2.6458
C -2.5148 -2.6029 -7.3501
O -2.6469 -2.6957 -5.9606
C -3.5702 -3.7750 -5.6705
C -3.9602 -3.8492 -4.1833
N -5.2900 -3.2244 -3.9406
C -5.8316 -3.6286 -2.6932
C -6.4202 -5.0027 -2.6512
O -7.2715 -5.0724 -3.7534
C -7.8212 -6.3454 -4.0653
H -1.6504 -1.9737 -7.4859
H -3.3370 -2.0808 -7.8497
H -2.3507 -3.5395 -7.8767
H -3.0678 -4.7400 -5.9351
H -4.4589 -3.7021 -6.2808
H -3.2649 -3.3113 -3.5602
H -3.9825 -4.9280 -3.8778
H -5.8701 -3.5126 -4.7128
H -6.6609 -2.9765 -2.4269
H -5.0853 -3.4281 -1.9412
H -6.9431 -5.1903 -1.6901
H -5.6284 -5.7645 -2.7815
H -8.3270 -6.7528 -3.1705
H -7.0495 -7.0830 -4.3806
H -8.5182 -6.2013 -4.8762
C 6.6989 7.5912 -5.1557
O 5.9479 6.5162 -4.7027
C 6.6834 5.5906 -3.8906
C 6.1375 4.2669 -4.1831
N 4.6598 4.3129 -4.0826
C 4.0211 2.9680 -4.2746
C 2.4879 3.0557 -4.5584
O 2.3775 3.2169 -5.9013
C 1.0190 3.3731 -6.2876
H 6.1189 8.3046 -5.7341
H 7.4848 7.3176 -5.8773
H 7.1363 8.1929 -4.3492
H 6.4241 5.7658 -2.8323
H 7.7600 5.6939 -3.9703
H 6.4905 3.4888 -3.5077
H 6.5144 3.9474 -5.1789
H 4.4525 4.9552 -4.8393
H 4.1346 2.3909 -3.3712
H 4.5211 2.4055 -5.0641
H 2.0107 3.8557 -3.9587
H 1.9716 2.1279 -4.2497
H 0.4539 2.4334 -6.4361
H 0.9669 3.8590 -7.2551
H 0.4769 3.9580 -5.5371
C -9.3941 -0.1702 -3.2203
O -8.3778 0.5737 -2.6090
C -8.3953 1.9893 -2.5327
C -7.0852 2.4986 -1.9286
N -6.8239 1.8444 -0.6447
C -5.7712 2.5288 0.1150
C -5.7828 2.0258 1.5405
O -6.7789 2.6320 2.2869
C -6.6937 2.4563 3.6569
H -9.0544 -1.2262 -3.2683
H -9.6859 0.2210 -4.2253
H -10.2647 -0.1623 -2.5711
H -9.2617 2.3465 -1.9457
H -8.4571 2.4191 -3.5278
H -7.2181 3.5669 -1.8354
H -6.1938 2.3047 -2.5500
H -7.6837 1.9325 -0.0864
H -5.9271 3.5952 0.1706
H -4.8322 2.2946 -0.3500
H -4.7997 2.2306 2.0240
H -5.8201 0.9434 1.6096
H -7.5232 2.9161 4.1848
H -5.8061 2.9104 4.1117
H -6.7716 1.3912 3.9212
C 1.8860 -0.1765 -6.5541
O 3.0523 -0.6949 -5.8940
C 4.2426 -0.2581 -6.5137
C 5.5391 -0.5801 -5.7488
N 6.0262 -2.0068 -5.7816
C 5.7685 -2.9526 -4.6950
C 6.5121 -4.2853 -4.9179
O 7.9365 -4.0103 -4.6296
C 8.8143 -5.0588 -4.9908
H 1.5822 -0.7496 -7.4235
H 1.9986 0.8441 -6.9153
H 1.1635 -0.1429 -5.7448
H 4.2142 0.8602 -6.6212
H 4.4872 -0.6774 -7.4704
H 5.3554 -0.2537 -4.7004
H 6.3038 0.0674 -6.1886
H 7.0413 -1.9906 -5.8041
H 4.7408 -3.1989 -4.7367
H 6.0608 -2.6199 -3.6656
H 6.4289 -4.7422 -5.9124
H 6.1907 -5.0839 -4.2255
H 9.7971 -4.7950 -4.6005
H 8.8774 -5.1395 -6.0739
H 8.5222 -5.9985 -4.5050
C 2.4593 -1.2065 7.4378
O 2.1469 0.0747 6.9789
C 1.1637 0.0459 5.9550
C 0.6465 1.4493 5.6468
N -0.4543 1.9403 6.4779
C -0.0869 2.6019 7.7487
C -1.3522 2.9335 8.4953
O -2.0606 1.7846 8.9641
C -3.3600 2.0385 9.3858
H 3.1234 -1.1896 8.2913
H 2.9070 -1.8132 6.6338
H 1.5550 -1.7656 7.7571
H 0.3365 -0.6200 6.3488
H 1.5482 -0.4593 5.0521
H 0.3048 1.4285 4.6009
H 1.4817 2.1317 5.6558
H -1.1009 1.1601 6.5905
H 0.4831 3.4866 7.4308
H 0.5002 1.9761 8.4237
H -2.0221 3.4780 7.8357
H -1.1814 3.6679 9.3109
H -3.3660 2.4959 10.3701
H -3.8985 1.0723 9.5014
H -3.9616 2.6883 8.6904
C -1.2190 -5.6328 2.3486
O 0.0103 -4.9900 2.2317
C 0.2506 -4.0675 3.3226
C 1.6289 -3.4707 3.1509
N 1.6633 -2.1859 2.4122
C 1.1452 -2.2579 1.0756
C -0.3502 -2.1785 0.8511
O -0.6281 -2.2127 -0.5256
C -2.0309 -2.2511 -0.7029
H -1.4927 -6.1396 1.4400
H -1.9629 -4.9163 2.6244
H -1.0781 -6.4042 3.1059
H 0.1123 -4.7777 4.1374
H -0.4231 -3.2259 3.3482
H 2.2851 -4.2220 2.7159
H 2.0295 -3.2603 4.1660
H 2.6320 -1.8325 2.4151
H 1.4972 -3.1329 0.5109
H 1.5572 -1.4564 0.4734
H -0.8256 -1.2780 1.3048
H -0.8897 -3.0274 1.3004
H -2.4856 -1.3091 -0.2823
H -2.5156 -3.0662 -0.1424
H -2.2120 -2.2771 -1.7562
C 0.7432 1.1521 1.9640
O -0.0403 2.2822 1.8719
C -1.4783 2.0093 1.7025
C -1.8858 1.4218 0.3593
N -1.6876 2.1686 -0.8297
C -0.2754 2.3926 -1.3176
C 0.4776 1.0191 -1.7028
O -0.0934 0.5049 -2.8779
C 0.4503 -0.7730 -3.2788
H 0.7340 0.5356 1.0604
H 0.2397 0.4998 2.7294
H 1.7564 1.4276 2.2780
H -2.1134 2.8981 1.8705
H -1.7297 1.2988 2.5599
H -2.9663 1.3752 0.5003
H -1.5046 0.3952 0.2806
H -2.2920 1.7897 -1.5513
H 0.2948 2.8949 -0.5370
H -0.2368 2.9679 -2.2231
H 0.4290 0.2356 -0.9205
H 1.5474 1.2524 -1.8460
H 0.1320 -1.6122 -2.6197
H 1.5592 -0.7526 -3.3462
H 0.0164 -1.0042 -4.2574
C 6.3421 -4.7251 -1.2988
O 5.2494 -5.5988 -1.6873
C 4.8126 -6.4487 -0.5627
C 3.3925 -6.2169 -0.1322
N 2.4628 -6.4422 -1.2424
C 1.1068 -5.9296 -0.9414
C 0.3050 -5.6077 -2.1844
O 1.1131 -4.6741 -2.8502
C 0.7467 -4.4204 -4.1687
H 7.2572 -5.2631 -1.4883
H 6.2411 -4.2200 -0.3256
H 6.3160 -3.9130 -2.0347
H 5.5437 -6.3341 0.2457
H 4.9575 -7.4895 -0.9113
H 3.4212 -5.1898 0.2005
H 3.1236 -6.8318 0.7237
H 2.8482 -5.9378 -2.0318
H 1.1490 -5.0533 -0.3110
H 0.6189 -6.6334 -0.2772
H -0.6925 -5.1394 -2.0054
H 0.0444 -6.5168 -2.8105
H -0.3516 -4.2092 -4.2757
H 0.9298 -5.2337 -4.8958
H 1.3400 -3.5131 -4.4831
```

As for the HOMO-LUMO gap: 8.18 eV. For the energy above the lowest of the compared OMol25 structures with the same formula, charge and spin, the calculation gives 0.0 kJ/mol. The highest occupied orbital energy comes out at -7.9 eV. Its charge is 0.